Here is a 16-piece molecular cluster, C80H185N7O16 overall in a non-equilibrium geometry from the OMol25 dataset. Energies are from wB97M-V/def2-TZVPD.

Element x y z (Å)
1 C 6.76 -4.64 -1.67
2 C 0.47 1.33 -1.76
3 N 0.49 -6.75 -2.91
4 C 3.06 -2.37 4.05
5 C -1.79 1.81 6.24
6 C 5.70 -2.57 0.10
7 H -0.59 5.25 -2.40
8 H 7.48 -4.59 -3.67
9 H -0.09 5.53 8.77
10 C 0.08 -0.96 -0.79
11 H 2.82 2.55 -2.68
12 H -2.67 -4.46 0.85
13 C -1.66 -8.06 -3.09
14 H 0.01 2.30 7.32
15 H -2.73 2.42 3.76
16 C -1.32 1.00 -0.03
17 H 2.22 -3.84 -5.96
18 C -0.26 -2.44 -1.25
19 C -5.38 -0.31 3.23
20 H -2.07 -2.65 3.20
21 H -0.61 -3.05 -0.40
22 H -9.50 2.12 -3.91
23 H 3.35 2.88 -0.14
24 C 2.43 -3.53 -4.95
25 H -3.53 7.46 -0.69
26 H 2.76 -1.68 7.44
27 H -2.28 6.34 8.45
28 H 4.11 -5.36 -2.04
29 C -8.01 3.66 -4.33
30 H 3.22 1.62 2.50
31 C -8.82 2.38 -4.71
32 H -0.41 -0.49 -2.69
33 H 1.47 -6.03 -1.48
34 H 7.53 4.43 -0.79
35 H 3.71 0.69 -0.46
36 C 3.62 3.61 -0.90
37 H 2.33 -4.48 -4.35
38 H -2.78 1.41 6.43
39 C -0.87 1.76 -1.29
40 H -0.97 3.67 -4.78
41 H -2.27 4.13 -3.64
42 H 0.31 1.98 1.00
43 H -0.74 -9.80 -2.21
44 C -0.85 -9.35 -3.17
45 H -7.87 3.50 -0.40
46 H -1.47 -2.38 4.81
47 H 2.21 3.62 1.93
48 H 1.99 -2.16 3.70
49 H 1.00 -9.97 -3.63
50 H -6.34 0.79 1.17
51 H 5.43 2.10 -4.19
52 C 6.52 -4.42 -3.20
53 C 3.58 0.77 4.49
54 C 2.60 -7.69 -3.71
55 H -1.96 -6.76 -0.47
56 H 7.15 0.80 -2.10
57 H 5.94 -5.20 -3.64
58 H 4.28 0.22 2.48
59 H -1.39 -10.13 -3.74
60 C 3.40 0.62 2.93
61 C 3.65 -3.93 0.43
62 H -1.87 7.37 2.58
63 C -1.61 4.36 7.85
64 O 0.31 4.39 1.59
65 C -2.66 6.34 0.95
66 H -5.76 2.70 -0.44
67 H 6.51 -1.94 -1.80
68 H 6.72 -0.89 4.59
69 C 7.36 3.68 -0.07
70 H -1.06 -2.46 -2.01
71 H 2.34 -7.74 -0.99
72 O -5.97 2.40 -4.29
73 C 1.32 -7.96 -2.93
74 H 1.93 5.51 1.80
75 H 3.27 -3.45 4.12
76 N 2.87 -0.20 5.32
77 C -2.46 7.63 1.70
78 C -7.82 3.83 -1.43
79 H 0.81 -8.67 -0.86
80 H 3.05 -3.06 0.74
81 C -7.65 4.30 -5.67
82 H -0.86 0.87 8.00
83 H 3.65 -3.67 -2.51
84 C 4.77 1.76 -2.14
85 C -0.90 -6.87 -2.38
86 H 1.50 4.59 3.25
87 H -3.07 1.11 -4.01
88 H -0.46 4.53 4.62
89 C 3.78 2.90 -2.28
90 O -5.38 -0.56 -4.37
91 H 4.12 -4.28 1.38
92 H 5.58 1.41 4.13
93 H -3.05 0.97 1.13
94 H 2.37 -7.43 -4.76
95 N 5.49 -4.72 -0.86
96 H 4.82 -0.28 -1.33
97 H -1.52 -5.44 -3.92
98 H 0.69 -2.77 -1.63
99 H -5.75 0.35 -4.38
100 H -5.17 -2.25 -2.44
101 H -3.83 3.03 5.01
102 H -1.41 -0.87 1.63
103 C 4.95 4.17 -0.44
104 C 3.37 -1.65 5.36
105 C 5.09 1.28 -3.58
106 C -4.19 -1.93 -2.77
107 H -0.93 2.82 -1.08
108 C 4.91 -1.65 5.60
109 H -3.52 5.15 8.29
110 C -1.66 -5.64 -2.87
111 H -3.62 -1.88 -1.81
112 H -8.54 4.64 -6.19
113 H 5.09 -1.33 6.67
114 H 3.46 2.82 4.28
115 H -5.41 3.04 -4.72
116 H -5.46 0.67 3.75
117 H -1.87 -7.65 -4.10
118 H 8.05 2.86 -0.15
119 H 1.44 -0.91 -6.85
120 H 5.26 -2.67 5.58
121 H 6.05 -3.09 0.98
122 C 2.20 0.86 -5.81
123 H 6.07 -3.40 -3.39
124 H -8.29 1.22 -2.68
125 H -1.15 2.92 9.41
126 O 1.70 0.48 -4.55
127 H 0.70 -1.69 1.01
128 H -2.75 -0.48 -4.97
129 C 2.98 2.08 4.87
130 H 6.53 1.48 1.03
131 H -2.00 8.39 1.12
132 C -2.91 3.22 4.47
133 H -9.79 3.04 -2.25
134 H -3.77 -2.66 -3.42
135 O 4.63 -5.79 -1.33
136 H 1.76 -0.45 -4.41
137 C 6.87 -2.29 -0.84
138 H 4.76 1.47 0.81
139 H 5.59 2.77 1.80
140 H -1.66 5.26 -4.75
141 H -1.35 1.12 5.56
142 H 3.72 -1.94 3.29
143 N -6.82 3.35 -3.59
144 C 1.68 -8.42 -1.48
145 O -1.48 5.87 0.29
146 H 1.65 -2.52 6.41
147 H 0.70 -3.05 -4.11
148 H -3.31 -2.05 1.04
149 H 0.42 0.51 -7.17
150 O 6.79 1.08 -1.27
151 H -6.59 0.73 -2.50
152 C 7.39 -5.99 -1.45
153 C -3.32 -3.79 0.23
154 C -8.98 4.61 -3.55
155 H 2.57 2.92 -6.69
156 O -1.65 -1.21 0.75
157 H 0.13 -0.92 3.47
158 H 2.97 2.72 -4.99
159 C -6.97 -1.67 1.74
160 H 2.05 0.37 -7.84
161 H 7.32 4.18 0.91
162 H -3.44 8.10 1.93
163 C 0.52 -9.05 -3.72
164 H 3.06 -6.81 -3.29
165 H 3.09 -2.33 -1.53
166 H -9.90 4.72 -4.11
167 H -2.92 4.25 4.06
168 O -2.20 5.50 5.93
169 C -4.28 -0.51 -3.43
170 C -0.45 3.53 5.07
171 C 1.45 0.21 -6.98
172 H 3.11 2.31 5.96
173 H -2.71 -5.64 -2.64
174 H -6.43 -1.53 0.74
175 N -2.27 4.18 6.52
176 C -6.74 -0.42 2.62
177 H -2.53 5.10 9.71
178 H -0.16 5.69 6.99
179 H -0.16 3.73 2.01
180 H -5.29 3.98 -1.50
181 C 5.66 2.16 0.90
182 H -2.98 2.36 0.02
183 H 2.01 -1.36 -0.10
184 H -0.79 -8.06 -0.47
185 H -4.63 0.23 -2.61
186 H 8.52 -3.41 -1.83
187 H 5.34 4.84 -1.24
188 O -6.97 0.84 1.90
189 C -0.20 5.01 7.82
190 H 0.58 1.87 -2.66
191 H -8.17 1.50 -4.87
192 H 3.21 -8.61 -3.72
193 N 6.03 2.24 -1.56
194 H -9.33 2.67 -5.59
195 H 8.37 -6.21 -1.96
196 H 6.69 -6.73 -1.81
197 H 0.30 3.52 5.88
198 C 2.70 -2.34 6.54
199 C -2.53 5.33 8.66
200 H 3.28 0.20 -2.06
201 H 7.46 -1.45 -0.48
202 H -1.62 1.56 -2.06
203 H -3.69 5.78 -0.90
204 H -5.12 -1.12 3.88
205 C -3.74 6.56 -0.15
206 C 2.21 2.43 -5.74
207 H 1.25 2.78 -5.44
208 H 5.25 -1.61 0.33
209 C 4.71 -3.54 -0.55
210 H 2.94 -4.68 0.02
211 H -7.48 -0.43 3.42
212 C -1.35 4.46 -4.13
213 H -4.12 -4.31 -0.22
214 H 2.29 -9.30 -1.54
215 C -5.61 2.93 -1.49
216 H 1.96 2.20 4.55
217 H 7.61 -6.21 -0.35
218 H 5.80 0.47 -3.74
219 O -0.31 4.77 -3.20
220 O -0.83 -1.02 3.40
221 H 4.83 4.79 0.48
222 H -0.38 -3.09 3.55
223 H 3.10 -3.38 6.60
224 H -2.68 -8.32 -2.72
225 C -1.82 3.20 5.53
226 C 3.97 -2.93 -1.74
227 H -3.11 5.84 5.90
228 H 3.25 0.59 -5.91
229 H 3.43 -3.20 -4.81
230 H -2.12 -0.15 -3.28
231 H -2.70 2.64 8.57
232 H 1.28 -0.02 0.81
233 C -1.18 -2.38 3.78
234 H -7.11 3.70 -6.37
235 C 1.57 4.54 2.15
236 C -0.65 1.53 1.25
237 C 0.40 -0.17 -2.02
238 H 5.47 -1.13 3.51
239 C 5.62 -0.76 4.55
240 H -7.46 1.23 -1.04
241 H -7.29 4.79 -1.37
242 N -1.21 -0.39 -0.33
243 C -1.62 2.95 8.43
244 C -9.22 3.99 -2.13
245 C -0.97 1.88 7.52
246 H -0.23 -6.45 -0.33
247 O -3.90 -2.75 1.04
248 C 5.94 3.00 -0.35
249 H 4.10 1.04 -4.00
250 H 5.26 0.89 5.81
251 H -0.83 5.56 0.99
252 H -0.41 0.74 1.96
253 H -6.58 -2.57 2.14
254 C -7.39 1.41 -2.16
255 H -2.82 -3.34 -0.62
256 C 1.08 -1.00 0.30
257 C 5.11 0.67 4.75
258 H -7.05 5.19 -5.47
259 H -4.61 -0.26 2.45
260 H 0.39 -8.69 -4.72
261 H -8.12 -1.69 1.59
262 H -4.84 2.34 -1.86
263 H -1.31 2.25 1.75
264 H 0.63 4.30 7.79
265 O 1.44 -2.59 -4.50
266 H -9.82 4.71 -1.54
267 H -3.43 0.78 -0.53
268 H -4.65 6.59 0.37
269 H -1.26 -4.81 -2.26
270 C 4.13 0.56 -1.44
271 H 2.54 0.00 2.69
272 H 1.31 1.61 -1.08
273 H 1.32 -0.56 -2.41
274 C -6.93 2.89 -2.24
275 H 8.05 -3.94 -0.20
276 H -8.53 5.59 -3.40
277 C -2.98 0.00 -3.99
278 H -3.11 5.62 1.62
279 H 4.68 -2.28 -2.23
280 C 7.70 -3.53 -1.13
281 O 1.20 -5.66 -2.34
282 H 1.08 -0.07 5.75
283 C -0.97 -7.04 -0.86
284 C -2.81 1.30 0.14
285 H 4.13 3.65 -3.03
286 H -0.09 2.81 4.36
287 H 2.91 4.40 -0.96
288 O 1.54 -0.30 4.93

electronic energy	-4745.77648	Ha
multiplicity	1
charge	0
LUMO level	0.455	eV
gap between HOMO and LUMO	8.8	eV
molar mass	1501.39	g/mol